Record 1
The following is a DFT calculation (ωB97M-V/def2-TZVPD) of C22H48N2NbO9S2 as an isolated structure.

Values from the calculation:
**Relative energy (zero: lowest compared OMol25 entry of this formula, charge and spin)**: 0.000 eV
**E_tot**: -68215.4075 eV
**Kohn-Sham gap**: 5.9498 eV
**Charge**: -1

Element x y z (Å)
C -2.08 -7.60 2.00
C -2.91 -6.55 2.74
C -2.23 -5.18 2.79
C -3.15 -4.02 3.16
C -2.58 -2.66 2.78
C -3.21 -1.53 3.58
C -2.80 -0.08 3.22
C -1.82 0.09 2.05
C -1.80 1.51 1.46
C -2.01 1.58 -0.06
C -1.28 2.75 -0.74
C -0.06 2.30 -1.57
C -0.38 2.11 -3.06
C -0.59 3.41 -3.83
C -0.53 3.22 -5.35
Nb -1.61 4.66 -6.62
C -2.11 2.87 -7.91
N -2.65 3.24 -9.23
C -1.64 3.83 -10.10
O -2.91 6.01 -7.55
C -4.18 5.81 -7.52
N -5.31 5.60 -7.52
H -2.33 -7.64 0.94
H -1.01 -7.37 2.08
H -2.22 -8.60 2.42
H -3.10 -6.89 3.76
H -3.88 -6.43 2.25
H -1.40 -5.23 3.51
H -1.78 -4.96 1.82
H -4.11 -4.16 2.64
H -3.36 -4.05 4.24
H -1.49 -2.67 2.89
H -2.77 -2.51 1.72
H -4.30 -1.63 3.48
H -3.00 -1.70 4.64
H -2.34 0.37 4.10
H -3.69 0.52 3.02
H -2.05 -0.62 1.26
H -0.81 -0.13 2.42
H -0.86 2.00 1.70
H -2.59 2.09 1.95
H -1.67 0.64 -0.50
H -3.08 1.65 -0.28
H -0.97 3.47 0.01
H -1.97 3.25 -1.41
H 0.75 3.04 -1.49
H 0.34 1.37 -1.15
H -1.28 1.49 -3.15
H 0.43 1.55 -3.53
H 0.19 4.12 -3.52
H -1.54 3.86 -3.55
H 0.52 3.24 -5.67
H -0.94 2.23 -5.59
H -0.11 4.98 -7.67
H -0.73 5.93 -5.60
H -2.88 4.53 -5.28
H -2.91 2.39 -7.33
H -1.28 2.15 -8.00
H -2.97 2.39 -9.68
H -1.63 4.91 -9.98
H -0.62 3.47 -9.90
H -1.88 3.60 -11.14
C 4.01 -2.86 2.66
C 4.20 -1.40 3.01
O 2.85 -0.90 3.14
S 1.91 -2.03 3.74
O 1.76 -1.87 5.14
O 0.76 -2.13 2.91
O 2.89 -3.26 3.48
H 3.74 -3.00 1.61
H 4.86 -3.47 2.92
H 4.70 -0.83 2.24
H 4.71 -1.27 3.96
C 6.65 -0.24 6.75
C 8.11 0.12 6.90
O 8.75 -0.60 5.83
S 7.79 -0.66 4.56
O 8.12 0.37 3.64
O 7.70 -2.01 4.13
O 6.46 -0.24 5.32
H 6.43 -1.23 7.14
H 5.97 0.49 7.18
H 8.55 -0.21 7.84
H 8.29 1.19 6.76

Calculated atomic charges, method Löwdin, unit e: atom 1 (C): -0.12, atom 2 (C): -0.27, atom 3 (C): -0.24, atom 4 (C): -0.22, atom 5 (C): -0.23, atom 6 (C): -0.20, atom 7 (C): -0.20, atom 8 (C): -0.21, atom 9 (C): -0.21, atom 10 (C): -0.21, atom 11 (C): -0.21, atom 12 (C): -0.23, atom 13 (C): -0.24, atom 14 (C): -0.35, atom 15 (C): -0.45, atom 16 (Nb): 1.31, atom 17 (C): -0.41, atom 18 (N): -0.23, atom 19 (C): -0.20, atom 20 (O): -0.33, atom 21 (C): -0.59, atom 22 (N): 0.08, atom 23 (H): 0.07, atom 24 (H): 0.07, atom 25 (H): 0.06, atom 26 (H): 0.10, atom 27 (H): 0.10, atom 28 (H): 0.12, atom 29 (H): 0.12, atom 30 (H): 0.11, atom 31 (H): 0.11, atom 32 (H): 0.09, atom 33 (H): 0.11, atom 34 (H): 0.11, atom 35 (H): 0.10, atom 36 (H): 0.11, atom 37 (H): 0.10, atom 38 (H): 0.09, atom 39 (H): 0.09, atom 40 (H): 0.10, atom 41 (H): 0.10, atom 42 (H): 0.10, atom 43 (H): 0.11, atom 44 (H): 0.10, atom 45 (H): 0.10, atom 46 (H): 0.10, atom 47 (H): 0.10, atom 48 (H): 0.11, atom 49 (H): 0.10, atom 50 (H): 0.09, atom 51 (H): 0.04, atom 52 (H): 0.04, atom 53 (H): 0.03, atom 54 (H): -0.12, atom 55 (H): -0.12, atom 56 (H): -0.08, atom 57 (H): 0.05, atom 58 (H): 0.03, atom 59 (H): 0.08, atom 60 (H): 0.05, atom 61 (H): 0.06, atom 62 (H): 0.06, atom 63 (C): -0.14, atom 64 (C): -0.15, atom 65 (O): -0.18, atom 66 (S): 0.59, atom 67 (O): -0.22, atom 68 (O): -0.22, atom 69 (O): -0.19, atom 70 (H): 0.14, atom 71 (H): 0.13, atom 72 (H): 0.14, atom 73 (H): 0.11, atom 74 (C): -0.14, atom 75 (C): -0.15, atom 76 (O): -0.19, atom 77 (S): 0.58, atom 78 (O): -0.21, atom 79 (O): -0.22, atom 80 (O): -0.21, atom 81 (H): 0.14, atom 82 (H): 0.14, atom 83 (H): 0.14, atom 84 (H): 0.14

Record 2
The following is a DFT calculation (ωB97M-V/def2-TZVPD) of a 3-piece molecular cluster, C4H16N2O2 overall.

Values from the calculation:
**SMILES string**: CNCCCN.O.O
**Relative energy (zero: lowest compared OMol25 entry of this formula, charge and spin)**: 1.138 eV
**E_tot**: -11481.8335 eV
**Kohn-Sham gap**: 9.3271 eV

Element x y z (Å)
C -0.36 -2.66 1.48
C 0.96 -1.91 1.53
C 1.09 -0.86 0.44
C 2.49 1.06 0.99
N 2.46 -0.31 0.44
N -1.47 -1.79 1.81
H -0.57 -3.13 0.51
H -0.34 -3.64 1.99
H 1.75 -2.65 1.46
H 1.00 -1.50 2.53
H 0.78 -1.32 -0.50
H 0.34 -0.09 0.66
H 2.07 0.98 1.98
H 1.93 1.78 0.41
H 3.52 1.39 1.04
H 2.68 -0.21 -0.55
H -2.33 -2.04 1.35
H -1.66 -1.72 2.80
H -1.07 3.76 -2.09
H -2.29 3.53 -1.28
O -1.76 3.10 -1.96
H -3.21 1.96 -4.88
H -3.05 3.53 -4.81
O -2.97 2.75 -5.36

Calculated atomic charges, method Löwdin, unit e: atom 1 (C): -0.32, atom 2 (C): -0.21, atom 3 (C): -0.26, atom 4 (C): -0.14, atom 5 (N): -0.13, atom 6 (N): 0.00, atom 7 (H): 0.11, atom 8 (H): 0.10, atom 9 (H): 0.10, atom 10 (H): 0.10, atom 11 (H): 0.12, atom 12 (H): 0.10, atom 13 (H): 0.07, atom 14 (H): 0.07, atom 15 (H): 0.07, atom 16 (H): 0.09, atom 17 (H): 0.06, atom 18 (H): 0.06, atom 19 (H): 0.04, atom 20 (H): 0.03, atom 21 (O): -0.06, atom 22 (H): 0.03, atom 23 (H): 0.03, atom 24 (O): -0.07

Record 3
The following is a DFT calculation (ωB97M-V/def2-TZVPD) of C3H10INSi as an isolated structure.

Values from the calculation:
**Relative energy (zero: lowest compared OMol25 entry of this formula, charge and spin)**: 4.906 eV
**E_tot**: -20736.6232 eV
**Kohn-Sham gap (alpha / beta)**: 8.3900 / 7.3630 eV

Element x y z (Å)
C -0.70 -1.88 -0.58
C -0.74 1.32 -0.32
C 1.83 -0.07 0.70
N -0.54 -0.44 2.11
Si -0.08 -0.34 0.43
I -2.06 -1.46 2.92
H -0.13 -2.73 -0.35
H -1.57 -2.21 -0.23
H -0.77 -1.70 -1.55
H -0.23 1.56 -1.20
H -1.87 1.24 -0.49
H -0.76 2.00 0.61
H 1.94 -0.02 1.78
H 2.35 -0.88 0.20
H 2.02 0.76 0.20
H -1.34 1.95 2.16

Calculated atomic charges, method Löwdin, unit e: atom 1 (C): -0.15, atom 2 (C): -0.21, atom 3 (C): -0.14, atom 4 (N): -0.67, atom 5 (Si): 0.36, atom 6 (I): 0.71, atom 7 (H): 0.02, atom 8 (H): -0.05, atom 9 (H): -0.02, atom 10 (H): -0.01, atom 11 (H): 0.05, atom 12 (H): -0.04, atom 13 (H): 0.03, atom 14 (H): 0.02, atom 15 (H): -0.05, atom 16 (H): 0.16

Question: relative energy (zero: lowest compared OMol25 entry of this formula, charge and spin) of number 3 (C3H10INSi)?
Answer: 4.906 eV

Question: Look up the relative energy (zero: lowest compared OMol25 entry of this formula, charge and spin) of the first one.
Answer: 0.000 eV